Entry one
# C9H11N3

A molecular structure, C9H11N3 (ωB97M-V/def2-TZVPD, the Open Molecules 2025 dataset).

CARTESIAN COORDINATES (ANGSTROEM)
C (-1.885, 0.739, -0.477)
C (-2.949, -0.956, 0.302)
C (-1.459, -1.351, 0.503)
C (0.575, -0.118, -0.235)
C (1.425, -0.724, -1.157)
C (2.809, -0.672, -0.957)
C (3.370, 0.063, 0.163)
C (2.515, 0.854, 0.778)
C (1.091, 0.706, 0.710)
H (-0.743, 2.579, -0.027)
H (-2.502, 2.469, -0.552)
H (-3.499, -1.766, -0.340)
H (-3.296, -1.070, 1.361)
H (-1.232, -2.364, 0.231)
H (-1.063, -1.346, 1.484)
H (0.930, -1.041, -2.205)
H (3.505, -1.200, -1.543)
H (4.521, 0.100, 0.407)
H (2.846, 1.668, 1.561)
H (0.529, 1.346, 1.465)
N (-1.606, 2.003, -0.929)
N (-3.022, 0.349, -0.174)
N (-0.858, -0.268, -0.367)

As for the total charge: 0. Its spin multiplicity is 1. The calculation puts the HOMO-LUMO gap at 8.9 eV.


Entry two
# C9H11N3

A single C9H11N3 molecule (ωB97M-V/def2-TZVPD, the Open Molecules 2025 dataset).

CARTESIAN COORDINATES (ANGSTROEM)
C (2.616, 2.269, -1.580)
N (1.597, 1.338, -1.111)
N (0.457, 1.681, -1.490)
N (-0.591, 0.760, -1.085)
C (-2.013, 0.860, -1.298)
C (-0.225, -0.311, -0.329)
C (-0.794, -1.515, -0.307)
C (-1.056, -2.617, 0.351)
C (-1.382, -2.257, 1.731)
C (-0.621, -1.390, 2.453)
C (0.630, -0.734, 1.908)
C (0.835, -0.298, 0.679)
H (3.123, 2.539, -0.608)
H (3.482, 1.700, -2.039)
H (2.273, 3.178, -2.132)
H (-2.304, 1.488, -2.126)
H (-2.364, 1.240, -0.262)
H (-2.370, -0.100, -1.522)
H (-1.273, -3.641, 0.097)
H (-2.284, -2.715, 2.229)
H (-0.846, -1.157, 3.461)
H (1.294, -0.388, 2.632)
H (1.816, 0.069, 0.349)

As for the total charge: 0. The SMILES is C/N=N/N(C)C1=C=CC=CC=C1. Its spin multiplicity is 1. The calculation puts the HOMO-LUMO gap at 8.5 eV.


Most favorable structure: entry one. The second most favorable one is 0.1113 hartree above it.


Entry one
# C8H12NOP

A single C8H12NOP molecule (ωB97M-V/def2-TZVPD, the Open Molecules 2025 dataset).

CARTESIAN COORDINATES (ANGSTROEM)
H (-3.342, -1.839, -1.880)
N (-2.374, -1.506, -1.911)
C (-1.752, -1.723, -0.827)
C (-0.461, -1.165, -0.555)
C (0.234, -1.802, 0.435)
C (-0.064, 0.120, -1.109)
C (1.267, 0.669, -1.058)
C (2.170, 0.557, -0.175)
C (3.077, 0.383, 0.735)
P (-1.101, 1.558, -0.097)
C (-0.565, 1.450, 1.628)
O (-0.873, 2.752, -0.894)
H (-1.824, -2.518, -0.090)
H (-0.082, -2.592, 1.019)
H (1.138, -1.343, 0.746)
H (-0.533, 0.157, -2.046)
H (1.596, 1.090, -1.991)
H (3.731, -0.594, 0.639)
H (3.236, 1.074, 1.673)
H (-2.347, 1.027, -0.194)
H (0.615, 1.373, 1.569)
H (-1.017, 0.586, 2.050)
H (-0.728, 2.286, 2.332)

As for the total charge: 0. The SMILES is [H]/N=C/C(=C)[C@H](C=C=C)[P@@H](C)=O. Its spin multiplicity is 1. The calculation puts the HOMO-LUMO gap at 9.0 eV.


Entry two
# C8H12NOP

2 unconnected molecules or ions with the total composition C8H12NOP (ωB97M-V/def2-TZVPD, the Open Molecules 2025 dataset).

CARTESIAN COORDINATES (ANGSTROEM)
N (-3.097, 1.475, 0.081)
P (-2.130, 0.084, -0.481)
O (-2.350, -0.727, 0.855)
C (-0.463, 0.877, -0.226)
C (0.319, 1.272, -1.368)
C (1.590, 1.829, -1.221)
C (2.112, 2.053, 0.070)
C (1.354, 1.717, 1.185)
C (0.112, 1.087, 1.043)
H (-3.475, 1.995, -0.735)
H (-3.806, 1.187, 0.697)
H (-2.136, -0.216, 1.627)
H (-0.039, 0.929, -2.284)
H (2.192, 1.894, -2.066)
H (3.035, 2.737, 0.290)
H (1.828, 1.675, 2.155)
H (-0.585, 1.001, 1.907)
C (0.498, -2.759, -0.802)
C (0.528, -2.834, 0.484)
H (1.290, -2.306, -1.290)
H (-0.225, -3.057, -1.465)
H (-0.265, -3.523, 0.922)
H (1.376, -2.640, 1.200)

As for the total charge: 0. The SMILES is NP(O)c1ccccc1.C=C. Its spin multiplicity is 1. The calculation puts the HOMO-LUMO gap at 9.4 eV.


Entry three
# C8H12NOP

A single C8H12NOP molecule (ωB97M-V/def2-TZVPD, the Open Molecules 2025 dataset).

CARTESIAN COORDINATES (ANGSTROEM)
C (3.516, -1.012, -0.622)
C (2.222, -1.733, -0.209)
O (1.148, -0.714, -0.561)
P (-0.327, -1.375, -0.577)
N (-0.707, -0.908, -2.202)
C (-1.169, 0.081, 0.245)
C (-1.039, 1.382, -0.260)
C (-1.518, 2.442, 0.401)
C (-2.154, 2.246, 1.616)
C (-2.306, 1.011, 2.172)
C (-1.888, -0.154, 1.377)
H (3.463, -0.771, -1.623)
H (3.494, -0.100, -0.120)
H (4.464, -1.381, -0.217)
H (2.289, -1.925, 0.899)
H (1.830, -2.642, -0.871)
H (-0.457, -1.759, -2.894)
H (-1.709, -0.838, -2.358)
H (-0.525, 1.502, -1.239)
H (-1.453, 3.441, -0.130)
H (-2.580, 3.246, 2.148)
H (-2.487, 1.024, 3.237)
H (-2.108, -1.060, 1.788)

As for the total charge: 0. The SMILES is CCOP(N)c1ccccc1. Its spin multiplicity is 1. The calculation puts the HOMO-LUMO gap at 9.6 eV.


Most favorable structure: entry three. The second most favorable one is 0.0087 hartree above it.